[1]
Below is 13 unconnected molecules or ions with the total composition C28H79N6O14 in a non-equilibrium geometry, with properties calculated with ωB97M-V/def2-TZVPD.

Last column: Mulliken charge in e.
Atoms and positions in Å:
C: -16.08904 26.95212 -1.62012  4.164
C: -15.79618 28.39841 -2.10210  0.718
O: -15.43397 29.18007 -1.20529  -1.478
O: -16.12529 28.73247 -3.20439  1.952
H: -17.09113 26.71840 -1.23828  -1.509
H: -15.49013 26.78165 -0.78982  -0.324
H: -15.85336 26.21119 -2.40391  -2.047
C: -17.55305 25.26082 0.87662  -0.320
O: -18.65665 25.30214 -0.01083  -0.593
H: -16.77868 24.58824 0.52239  -0.454
H: -17.92440 24.75826 1.79927  0.326
H: -17.11371 26.20210 1.06585  0.491
H: -18.72499 24.43926 -0.42314  0.306
C: -17.11412 26.43939 -5.37930  0.057
O: -16.19199 26.20603 -6.40434  -0.651
H: -17.49256 27.43398 -5.33995  0.200
H: -16.51288 26.20154 -4.45975  -0.309
H: -17.93236 25.66973 -5.33026  0.371
H: -15.99589 26.99015 -6.95349  0.352
C: -13.45502 29.91863 -5.10472  0.229
O: -12.53653 30.93035 -5.54094  -0.888
N: -14.34211 30.12013 -4.20426  0.664
N: -13.33943 28.78151 -5.61862  0.196
H: -14.02403 30.84339 -3.53143  -0.239
H: -15.10000 29.42301 -3.82510  -1.288
H: -12.60627 28.72228 -6.36876  0.281
H: -13.71265 27.92765 -5.18040  -0.824
C: -18.32169 30.99005 -1.27240  0.499
O: -19.33065 31.92690 -1.07489  -0.874
N: -17.44848 30.69035 -0.34932  0.370
N: -18.26875 30.19188 -2.28397  0.473
H: -17.54559 31.21134 0.52623  0.281
H: -16.61941 30.21313 -0.66412  0.093
H: -18.77574 30.44267 -3.11422  0.252
H: -17.58535 29.42900 -2.44782  -1.288
C: -18.90018 28.50639 1.63759  0.381
O: -18.51770 29.51908 2.50503  -0.770
N: -19.50374 27.38521 2.02741  -0.399
N: -18.55194 28.39717 0.38310  0.019
H: -19.52385 27.27994 3.04063  0.288
H: -19.42758 26.55610 1.43283  0.267
H: -18.08546 29.29636 -0.00339  0.364
H: -18.28220 27.49240 -0.09223  -0.671
C: -15.29952 33.20203 -0.74409  -1.985
C: -14.65743 32.34866 -1.81754  1.776
C: -13.96043 33.16957 -2.92272  -1.246
O: -13.91177 31.40257 -1.46550  -0.653
H: -16.00074 33.89870 -1.09708  0.412
H: -14.54609 33.77138 -0.19176  0.502
H: -15.64841 32.57084 0.05508  0.330
H: -15.50752 31.78161 -2.25568  -0.455
H: -13.19996 32.54318 -3.38805  0.537
H: -13.53460 34.22353 -2.70690  0.282
H: -14.67256 33.36196 -3.69965  0.159
H: -14.48218 30.73550 -1.00138  0.280
C: -13.37466 24.07249 2.00172  -1.733
C: -13.67627 23.57450 0.57452  2.468
C: -12.89345 24.24557 -0.58373  0.433
O: -13.61016 22.32020 0.39326  -0.741
H: -12.33013 24.09898 2.19987  0.392
H: -13.93693 23.41271 2.72534  0.428
H: -13.79034 24.97973 2.24065  0.280
H: -14.74431 23.89141 0.51896  -1.232
H: -13.09745 23.69190 -1.59273  -0.338
H: -11.78249 24.20301 -0.38557  0.589
H: -13.05837 25.32977 -0.63843  -0.772
H: -14.27723 21.94406 -0.25577  0.374
C: -19.39638 26.58449 -2.79024  0.166
C: -20.75695 25.97031 -2.92387  -0.010
C: -21.04875 24.83551 -2.01408  -1.071
O: -21.65089 26.86451 -2.87484  -0.561
H: -19.28017 27.17825 -1.88695  -0.305
H: -19.24380 27.43023 -3.40167  0.798
H: -18.60767 26.02250 -3.18359  -0.204
H: -20.75756 25.60503 -3.89056  0.446
H: -20.85264 25.13074 -0.95374  0.059
H: -20.26152 24.04602 -2.23492  0.182
H: -22.05877 24.49548 -2.06873  0.433
H: -21.43604 27.41633 -2.17450  0.400
C: -16.10179 23.51665 -2.62468  0.651
C: -15.91769 22.09485 -2.23863  0.304
C: -14.55167 21.49739 -2.73585  -1.662
O: -15.90676 21.84730 -1.00076  -0.589
H: -16.19591 23.45729 -3.75068  0.247
H: -15.30998 24.15580 -2.22830  -0.562
H: -17.12616 23.91432 -2.40992  -0.202
H: -16.69098 21.43732 -2.73811  0.467
H: -14.63828 20.41090 -2.70013  0.369
H: -13.70750 21.71088 -2.17331  0.498
H: -14.17972 21.79544 -3.66875  0.389
H: -16.82149 22.00790 -0.64560  0.317
C: -17.38265 31.48203 -7.50706  -1.711
C: -16.88660 30.83660 -6.18401  0.983
C: -17.14017 31.78856 -5.03442  -0.230
O: -17.24426 29.67780 -5.88978  -0.732
H: -17.22057 30.73207 -8.33443  0.381
H: -16.81622 32.40728 -7.70494  0.340
H: -18.43848 31.62795 -7.56347  0.448
H: -15.86367 30.68860 -6.39573  -0.054
H: -16.65594 32.75825 -5.15469  0.365
H: -16.96550 31.37004 -4.05877  -0.645
H: -18.21958 32.06730 -4.96684  0.342
H: -16.64400 29.34058 -5.13151  -0.139
C: -13.65838 26.64010 -3.68505  1.656
C: -13.60225 25.42058 -4.64425  1.135
C: -13.05754 25.70051 -6.01284  -2.134
O: -12.89009 24.50614 -4.19351  -0.534
H: -13.82013 26.14521 -2.63436  -1.998
H: -14.42882 27.34188 -3.98377  -0.976
H: -12.73306 27.11543 -3.55999  1.605
H: -14.59744 25.01700 -4.65207  -0.084
H: -12.17019 26.25050 -5.86961  0.390
H: -13.76898 26.30512 -6.55771  0.259
H: -12.93479 24.90650 -6.64326  0.685
H: -13.09407 23.75066 -4.79236  0.497
C: -12.36002 27.45328 2.29978  -1.803
C: -12.00514 27.22495 0.88989  0.990
C: -13.02330 27.73132 0.02039  -1.563
O: -10.81479 27.59358 0.54587  -0.624
H: -13.33340 27.07192 2.36620  0.321
H: -12.38269 28.50310 2.61694  0.414
H: -11.72914 26.81497 2.94445  0.421
H: -11.90762 26.15728 0.82790  -0.249
H: -13.07871 28.81390 0.09543  0.605
H: -13.94381 27.52657 0.28875  0.431
H: -12.88060 27.45565 -0.95084  0.486
H: -10.66106 28.46702 0.83936  0.406

Atoms 1-2, force components in eV/Å:
-0.292 -0.220 -1.608
-0.646 -2.339 5.144

* relative energy (zero: lowest compared OMol25 entry of this formula, charge and spin): 98.4 kcal/mol
* total charge: -1
* energy: -67914.863 eV

[2]
Below is 12 unconnected molecules or ions with the total composition C28H79N7O20 in a non-equilibrium geometry, with properties calculated with ωB97M-V/def2-TZVPD.

Last column: Mulliken charge in e.
Atoms and positions in Å:
C: -8.36365 -2.49319 3.83491  -1.787
C: -7.14083 -1.90604 4.52906  1.407
C: -7.57434 -1.30584 5.93067  -1.803
C: -6.26644 -3.15882 4.88385  -1.285
C: -5.34444 -3.49596 3.67018  -0.642
C: -4.50291 -2.27054 3.25295  -1.365
C: -5.26761 -1.10848 2.86382  1.698
C: -4.26571 0.07932 2.81569  -1.878
C: -5.84092 -1.46160 1.46169  -1.828
N: -6.36734 -0.80197 3.79392  0.364
O: -7.13151 0.30637 3.40769  -0.464
H: -8.45067 -3.49124 3.40547  0.340
H: -9.23580 -2.31349 4.46354  0.478
H: -8.67794 -1.90197 2.97480  0.408
H: -6.73044 -1.18928 6.61062  0.406
H: -8.13477 -0.37097 5.92442  0.358
H: -8.18516 -2.06575 6.41805  0.471
H: -5.64611 -2.96397 5.75868  0.386
H: -6.89700 -3.97676 5.23236  0.485
H: -4.67277 -4.33130 3.86809  0.421
H: -5.95170 -3.88935 2.85497  0.228
H: -3.81191 -2.57536 2.46701  0.529
H: -3.82525 -2.00966 4.06586  0.325
H: -3.63468 0.35614 3.66025  0.358
H: -4.87661 0.95962 2.61575  0.483
H: -3.68512 -0.00382 1.89694  0.374
H: -5.09564 -1.62734 0.68376  0.437
H: -6.43603 -0.61258 1.12537  0.401
H: -6.48503 -2.33911 1.40514  0.320
H: -6.66139 0.98230 3.90137  0.375
N: -5.65524 4.82761 -1.49469  -0.325
C: -4.40664 4.86395 -1.71935  0.680
N: -4.20894 4.41942 -2.93220  -0.385
O: -3.47826 4.98668 -0.93059  -0.664
H: -6.13928 4.44197 -2.29287  0.150
H: -6.07762 5.12717 -0.62754  0.204
H: -4.94618 4.16307 -3.57319  0.151
H: -3.24657 4.25393 -3.19021  0.191
N: 0.37251 0.26830 -1.83494  -0.302
C: 0.68039 -0.74404 -1.12516  0.712
N: 1.78776 -0.60630 -0.42315  -0.326
O: -0.02873 -1.76122 -1.04514  -0.720
H: 0.76425 1.19453 -1.74142  0.150
H: -0.46547 0.20252 -2.39491  0.218
H: 2.02505 -1.25892 0.31026  0.153
H: 2.22845 0.30244 -0.43207  0.126
N: -3.42252 -0.81044 -7.49354  -0.403
C: -2.86825 -1.14842 -6.37590  0.688
N: -1.62012 -1.48072 -6.49661  -0.371
O: -3.46598 -1.27932 -5.32061  -0.678
H: -3.01788 -0.85228 -8.41799  0.178
H: -4.43226 -0.79107 -7.50585  0.234
H: -1.19127 -1.38249 -7.40575  0.147
H: -1.11420 -1.91043 -5.73536  0.210
O: 6.08660 0.05892 5.65778  -0.488
C: 6.85559 0.95462 4.88574  -0.454
C: 5.88970 1.64280 3.81148  -0.399
O: 5.55958 0.75815 2.80553  -0.487
H: 6.62278 -0.48245 6.24176  0.282
H: 7.44968 1.73579 5.36002  0.363
H: 7.58405 0.29422 4.41531  0.277
H: 6.18729 2.63069 3.45989  0.396
H: 5.00552 1.90134 4.39412  0.233
H: 5.22855 -0.04195 3.22009  0.277
O: 0.31195 6.09567 3.71510  -0.543
C: 1.34563 5.23648 3.24289  -0.282
C: 1.05742 4.47709 1.94963  -0.311
O: 1.32378 5.32351 0.84799  -0.482
H: 0.02435 6.73097 3.05535  0.305
H: 2.28918 5.76223 3.09656  0.239
H: 1.38073 4.52752 4.07007  0.282
H: 0.03188 4.11845 1.86154  0.267
H: 1.59490 3.52888 1.95982  0.255
H: 2.12240 4.97664 0.44366  0.268
O: -3.63113 -5.65948 -1.13661  -0.524
C: -4.03760 -6.23602 -2.35130  -0.311
C: -5.47144 -5.86196 -2.58262  -0.378
O: -6.39229 -6.41775 -1.67112  -0.503
H: -3.69385 -4.70233 -1.17566  0.298
H: -3.34985 -5.88162 -3.11909  0.274
H: -3.91569 -7.31532 -2.26002  0.249
H: -5.83222 -6.28152 -3.52173  0.283
H: -5.73275 -4.80429 -2.54877  0.308
H: -6.18009 -6.01571 -0.82558  0.305
O: 3.89110 -3.09041 -3.91193  -0.496
C: 4.25434 -4.37030 -3.42023  -0.310
C: 3.18370 -5.15626 -2.55221  -0.364
O: 1.85046 -5.13846 -2.91723  -0.489
H: 4.09598 -2.37593 -3.30436  0.282
H: 4.58313 -4.96388 -4.27326  0.279
H: 5.15975 -4.27100 -2.82151  0.253
H: 3.28774 -4.82483 -1.51905  0.260
H: 3.37303 -6.22949 -2.57258  0.273
H: 1.37453 -4.52574 -2.35183  0.304
O: 3.47395 3.36835 -6.24820  -0.469
C: 2.37133 2.43791 -6.20204  -0.232
C: 1.13159 3.27401 -6.02303  -0.470
O: 0.95925 3.92599 -4.74322  -0.441
H: 3.37430 3.87728 -5.44032  0.234
H: 2.40167 1.90811 -7.15414  0.296
H: 2.52350 1.70093 -5.41349  0.180
H: 0.20337 2.72240 -6.17213  0.365
H: 1.09075 3.91290 -6.90522  0.248
H: 1.68248 4.55671 -4.77025  0.281
O: 4.46483 6.62351 -3.72096  -0.485
C: 5.12831 6.59172 -2.50885  -0.477
C: 5.64920 5.13922 -2.19412  -0.423
O: 4.51409 4.28447 -1.89503  -0.463
H: 4.35514 7.51762 -4.05283  0.276
H: 6.01272 7.22783 -2.47308  0.339
H: 4.49353 7.01473 -1.73024  0.301
H: 6.39462 5.18026 -1.39991  0.356
H: 6.20832 4.72960 -3.03537  0.328
H: 4.92038 3.41564 -1.85444  0.252
O: 2.44702 -1.72594 6.53595  -0.513
C: 1.68385 -1.39718 5.38354  -0.409
C: 1.73094 -2.52827 4.33017  -0.310
O: 2.95701 -2.53850 3.59209  -0.493
H: 3.22667 -1.22544 6.28447  0.306
H: 0.62908 -1.28862 5.63608  0.305
H: 1.94980 -0.45245 4.90935  0.275
H: 0.88928 -2.48389 3.63898  0.270
H: 1.58420 -3.49339 4.81503  0.300
H: 3.52639 -3.27406 3.82950  0.268
O: 6.75856 0.28981 -1.58209  -0.435
C: 7.90630 -0.45700 -1.73341  -0.416
C: 9.07397 0.44939 -1.33589  -0.527
O: 9.29461 0.81824 -0.00862  -0.501
H: 6.81920 0.49111 -0.64540  0.280
H: 7.93565 -1.35481 -1.11600  0.324
H: 8.03581 -0.63912 -2.80025  0.326
H: 9.02305 1.28639 -2.03227  0.281
H: 9.93463 -0.16422 -1.60205  0.361
H: 9.55863 0.12661 0.60256  0.305

Atoms 1-2, force components in eV/Å:
-1.922 1.615 -1.231
0.486 0.328 1.088

* SMILES string: CC1(C)CCCC(C)(C)N1O.NC(N)=O.NC(N)=O.NC(N)=O.OCCO.OCCO.OCCO.OCCO.OCCO.OCCO.OCCO.OCCO
* relative energy (zero: lowest compared OMol25 entry of this formula, charge and spin): 0.0 kcal/mol
* energy: -81689.959 eV